{
  "formula": "C58H124BN6O19",
  "method": "ωB97M-V/def2-TZVPD",
  "e_lumo_ha": 0.075,
  "homo_lumo_gap_ha": 0.299,
  "e_homo_ev": -6.119,
  "charge": -1,
  "symbols": ["O", "C", "O", "B", "O", "C", "O", "O", "C", "O", "C", "O", "O", "C", "C", "C", "C", "C", "C", "N", "O", "C", "C", "C", "H", "H", "H", "H", "H", "H", "H", "H", "H", "H", "H", "H", "H", "H", "H", "H", "H", "H", "H", "C", "C", "C", "C", "C", "C", "N", "O", "C", "C", "C", "H", "H", "H", "H", "H", "H", "H", "H", "H", "H", "H", "H", "H", "H", "H", "H", "H", "H", "H", "C", "C", "C", "C", "C", "C", "N", "O", "C", "C", "C", "H", "H", "H", "H", "H", "H", "H", "H", "H", "H", "H", "H", "H", "H", "H", "H", "H", "H", "H", "C", "C", "C", "C", "C", "C", "N", "O", "C", "C", "C", "H", "H", "H", "H", "H", "H", "H", "H", "H", "H", "H", "H", "H", "H", "H", "H", "H", "H", "H", "C", "C", "C", "C", "C", "C", "N", "O", "C", "C", "C", "H", "H", "H", "H", "H", "H", "H", "H", "H", "H", "H", "H", "H", "H", "H", "H", "H", "H", "H", "C", "C", "C", "C", "C", "C", "N", "O", "C", "C", "C", "H", "H", "H", "H", "H", "H", "H", "H", "H", "H", "H", "H", "H", "H", "H", "H", "H", "H", "H", "O", "H", "H", "O", "H", "H", "O", "H", "H", "O", "H", "H", "O", "H", "H"],
  "positions_angstrom": [[9.474225, -37.301793, -22.355415], [9.125366, -36.152842, -22.320366], [8.846284, -35.393927, -21.206821], [8.260408, -34.110295, -21.607654], [8.505304, -34.120377, -23.097621], [8.798685, -35.338994, -23.543835], [8.990033, -35.714116, -24.660998], [8.879221, -32.885924, -20.997422], [7.970582, -32.148771, -20.366013], [8.193209, -31.204400, -19.613432], [6.644137, -32.938413, -20.399793], [6.878434, -34.038587, -21.136915], [5.542005, -32.589451, -19.910858], [7.487285, -36.928268, -13.510324], [6.687650, -36.810185, -14.869438], [5.612190, -35.704306, -14.639368], [5.991027, -34.197138, -14.756771], [6.691561, -34.005752, -16.157722], [7.968834, -34.882294, -16.326171], [7.557136, -36.353999, -16.049362], [8.614110, -37.197106, -16.331775], [8.519826, -34.649350, -17.735552], [8.989185, -34.405782, -15.202663], [5.951811, -38.111503, -15.251513], [7.956326, -35.984389, -13.232483], [8.186724, -37.764111, -13.526713], [6.779274, -37.214025, -12.732407], [4.713179, -35.857636, -15.236315], [5.288638, -35.727156, -13.598756], [6.641066, -33.908025, -13.930956], [5.036939, -33.671052, -14.724343], [6.926759, -32.946529, -16.261765], [5.961896, -34.197426, -16.944457], [8.955165, -33.664945, -17.907350], [9.398356, -35.268496, -17.917072], [7.810657, -34.855826, -18.537140], [8.644754, -34.282552, -14.175881], [9.730921, -35.204150, -15.179592], [9.519406, -33.494901, -15.480623], [6.655284, -38.910193, -15.486690], [5.478648, -38.059755, -16.232094], [5.293179, -38.507196, -14.478374], [8.426105, -37.661054, -17.150924], [13.246563, -34.634329, -22.612970], [13.935027, -34.603742, -23.945058], [15.035073, -35.655982, -23.884980], [15.758181, -35.971344, -25.221325], [14.801332, -36.374080, -26.342501], [13.561116, -35.400281, -26.356179], [12.980594, -35.011588, -25.017615], [11.856398, -34.206618, -25.105348], [13.832970, -34.182080, -27.219045], [12.496647, -36.207948, -27.095189], [14.553267, -33.191986, -24.189465], [13.976704, -34.671036, -21.804489], [12.587901, -35.492844, -22.481791], [12.657351, -33.724972, -22.494643], [15.760847, -35.506448, -23.085609], [14.683133, -36.609401, -23.490984], [16.454945, -36.798798, -25.087349], [16.376799, -35.104417, -25.453350], [14.474303, -37.402489, -26.189122], [15.359385, -36.276056, -27.273665], [12.883564, -33.685161, -27.418527], [14.585573, -33.517421, -26.794881], [14.150567, -34.391482, -28.240502], [12.436262, -37.165659, -26.578243], [11.487997, -35.803961, -27.008516], [12.688541, -36.335114, -28.160602], [15.173635, -33.039532, -23.306282], [13.777064, -32.429150, -24.128666], [15.154413, -33.015880, -25.081496], [11.221762, -34.605650, -24.505674], [10.870242, -31.068533, -22.630071], [10.476700, -30.016670, -23.776382], [8.955785, -29.773903, -23.555845], [8.633426, -28.781185, -22.511316], [9.360205, -27.504781, -22.883029], [10.878810, -27.565858, -22.971006], [11.240258, -28.701823, -23.808123], [12.604342, -28.847065, -23.957063], [11.409227, -26.229211, -23.602656], [11.372659, -27.775021, -21.510504], [10.607534, -30.819003, -25.091856], [10.472426, -30.808580, -21.649126], [11.945990, -31.233232, -22.568815], [10.557864, -32.106334, -22.746232], [8.510493, -29.548479, -24.524872], [8.333453, -30.617106, -23.256169], [8.762347, -29.127556, -21.485883], [7.587335, -28.534380, -22.692604], [8.967143, -26.779736, -22.170339], [9.014762, -27.195581, -23.869523], [11.088081, -26.130126, -24.639549], [11.256325, -25.310379, -23.036559], [12.479421, -26.407858, -23.706880], [12.454950, -27.857735, -21.410925], [11.006808, -27.011431, -20.824070], [10.945342, -28.720103, -21.175395], [10.559534, -30.040380, -25.853135], [9.741864, -31.465265, -25.236976], [11.563880, -31.341188, -25.120623], [12.761835, -29.692736, -23.530883], [13.744078, -32.002956, -14.487990], [13.969649, -31.460295, -15.928524], [14.639617, -32.589150, -16.931242], [14.658255, -32.211093, -18.449266], [13.229051, -31.850050, -18.893751], [12.567855, -30.687798, -17.995018], [12.674549, -31.067968, -16.582241], [11.981131, -30.195806, -15.708699], [13.224591, -29.308800, -18.315615], [11.119053, -30.615964, -18.511923], [14.856874, -30.268807, -15.737930], [13.550900, -31.186852, -13.791749], [14.706819, -32.262165, -14.047480], [12.964609, -32.763220, -14.437830], [15.698445, -32.663178, -16.683253], [14.124092, -33.520518, -16.696962], [15.107464, -32.999469, -19.053228], [15.251333, -31.308428, -18.596018], [12.567273, -32.715960, -18.912541], [13.101080, -31.518398, -19.924147], [14.282893, -29.404553, -18.558386], [12.740213, -28.820728, -19.161343], [13.029590, -28.556404, -17.551430], [11.001825, -30.378242, -19.569207], [10.606410, -31.572647, -18.411713], [10.486642, -30.044934, -17.832164], [15.720544, -30.393929, -15.084844], [14.315734, -29.396082, -15.372390], [15.328436, -30.034425, -16.692291], [11.172522, -30.650363, -15.461484], [8.922075, -27.837672, -15.698602], [7.620877, -28.142779, -14.891735], [6.812277, -26.861668, -14.650745], [5.350482, -27.050337, -14.178502], [4.614133, -28.081931, -15.065262], [5.418722, -29.358845, -15.294862], [6.832564, -29.120449, -15.614419], [7.616440, -30.273422, -16.010993], [5.167164, -30.179857, -14.041512], [4.738746, -30.040372, -16.555572], [8.017315, -28.677050, -13.519155], [9.623375, -28.645546, -15.489716], [9.417169, -26.902982, -15.435310], [8.853537, -27.855266, -16.786304], [7.455606, -26.161923, -14.117277], [6.749433, -26.291839, -15.577809], [4.837250, -26.091895, -14.100463], [5.381396, -27.321737, -13.123285], [4.369889, -27.560335, -15.990675], [3.639603, -28.167198, -14.584506], [5.300579, -29.604921, -13.125134], [4.105615, -30.424338, -14.079441], [5.814026, -31.055195, -13.982758], [3.681544, -29.838123, -16.727390], [5.085907, -29.615658, -17.497487], [4.898899, -31.111515, -16.678494], [8.455048, -29.675198, -13.532822], [7.282468, -28.701677, -12.714492], [8.859891, -28.164913, -13.054514], [7.885163, -30.107142, -16.917491], [0.835589, -32.435677, -25.499930], [1.796661, -31.248647, -25.218581], [1.175745, -30.520460, -23.998544], [2.066680, -29.572895, -23.190949], [3.431231, -30.237351, -22.902808], [4.147514, -30.964704, -24.086419], [3.072850, -31.769631, -24.723050], [3.620965, -32.606415, -25.658181], [4.809740, -29.867506, -24.967217], [5.305458, -31.897545, -23.563876], [1.977414, -30.277033, -26.342529], [0.990829, -33.246244, -24.787902], [1.033141, -32.812579, -26.503433], [-0.221699, -32.172946, -25.465028], [0.386370, -29.933841, -24.468497], [0.730723, -31.270504, -23.344712], [1.554493, -29.396421, -22.245103], [2.234970, -28.621576, -23.695679], [3.331240, -30.839419, -21.999688], [3.975478, -29.350253, -22.578836], [5.583732, -29.349502, -24.400908], [5.258081, -30.394644, -25.809367], [4.189992, -29.020355, -25.261047], [4.900547, -32.599039, -22.834451], [5.831220, -32.423694, -24.360636], [6.114562, -31.372393, -23.056274], [2.909212, -30.488570, -26.867046], [2.056674, -29.220119, -26.088072], [1.218144, -30.427540, -27.109969], [3.978179, -32.025512, -26.333870], [7.706343, -37.873527, -19.526318], [7.781222, -37.065966, -19.017929], [8.604727, -38.077859, -19.785910], [7.867268, -39.127106, -24.247627], [8.183954, -38.231960, -24.126504], [8.484321, -39.518362, -24.866010], [3.769547, -34.821089, -20.659678], [4.357514, -34.071504, -20.566684], [3.301865, -34.659050, -21.478982], [8.938684, -40.513512, -21.470219], [8.258434, -39.982807, -21.884752], [9.212383, -41.127672, -22.151486], [7.285129, -36.935553, -26.858003], [7.940135, -36.537776, -26.284438], [6.834699, -36.192475, -27.259466]],
  "atomic_forces_ev_per_a": [[0.1, 0.8, 0.4], [-0.9, -0.6, 2.0], [0.8, -1.0, -1.1], [0.8, 0.0, -0.1], [-1.0, 0.2, -0.6], [0.7, 1.4, 1.2], [-0.4, 0.1, -0.8], [-0.2, 0.2, -0.3], [0.8, 0.1, 2.7], [-0.4, -1.2, -2.0], [-3.0, 0.6, -0.2], [-1.0, 0.9, 0.5], [3.7, -1.4, -1.6], [-0.7, -0.7, -0.9], [0.7, 1.6, -0.1], [0.0, 0.9, 0.6], [0.7, -1.6, -2.0], [-0.4, 0.1, 1.2], [-1.3, 0.5, 2.6], [-1.7, 1.5, -0.9], [1.2, -0.6, 0.9], [0.9, -0.9, 0.1], [0.6, -0.9, -1.3], [1.2, -0.4, -0.6], [0.1, -0.2, -0.1], [0.4, 0.3, -0.3], [-0.2, 0.2, 0.1], [0.2, -0.2, -0.3], [-0.2, -0.8, 0.1], [-0.1, 0.2, -0.1], [0.2, 0.4, 0.1], [0.5, 0.1, -0.1], [-0.1, -0.4, -0.1], [-0.5, 0.4, 0.4], [0.0, -0.5, 0.0], [-0.3, 0.0, 0.2], [-0.5, 0.0, -0.4], [0.3, 0.0, 0.2], [-0.1, 0.1, -0.2], [0.5, -0.1, 0.5], [-0.6, 0.7, 0.2], [-0.1, 0.4, 0.0], [-0.4, -0.1, -0.2], [-0.6, 0.6, 0.6], [0.4, 0.2, -1.7], [0.7, -1.6, -0.6], [0.0, 0.1, 0.8], [-0.2, 1.8, 1.6], [-0.8, -0.2, -1.2], [2.2, -2.5, 0.5], [0.1, 1.1, -0.4], [0.1, 0.7, -0.5], [-1.0, -0.4, 0.6], [-0.2, -0.2, 1.2], [0.1, 0.1, 0.0], [0.0, -0.1, -0.2], [-0.2, 0.0, 0.2], [0.3, 1.1, -0.1], [-1.0, -0.2, -0.3], [0.2, 0.0, 0.3], [-0.1, 0.1, -0.5], [0.0, 0.1, 0.0], [-0.4, -0.2, -0.2], [0.0, 0.5, 0.6], [-0.3, 0.1, -0.1], [0.3, -0.6, 0.0], [-0.1, -0.3, -0.3], [0.1, 0.4, 0.0], [0.3, -0.1, 0.1], [0.3, 0.3, 0.0], [-0.2, 0.0, -0.2], [-0.1, -0.4, 0.2], [-0.2, -0.3, -0.1], [0.6, 0.8, 0.0], [-0.8, -1.9, 1.4], [0.2, -0.8, -0.5], [-0.2, 1.3, -1.0], [-0.6, 0.4, 0.1], [-0.2, 0.6, 1.7], [-2.9, -0.5, -1.1], [0.7, -0.5, 0.0], [0.9, -1.6, -0.2], [0.1, -0.1, -0.3], [0.3, 1.7, 0.2], [0.2, 0.3, 0.0], [0.5, 0.5, 0.3], [-0.7, 0.2, -0.8], [0.0, 0.7, -0.1], [0.9, -1.1, -0.2], [0.1, 0.0, -0.1], [-0.4, -0.1, 0.6], [0.7, 0.6, 0.0], [-0.3, 0.0, -0.1], [-0.5, 0.1, 0.1], [-0.3, -0.3, 0.2], [0.2, 0.4, 0.2], [0.1, 0.1, -0.2], [0.1, 0.2, -0.1], [0.1, 0.0, 0.1], [0.2, -0.2, -0.5], [0.3, -0.3, 0.3], [-0.2, -0.2, -0.3], [0.7, -0.2, 0.4], [0.1, 0.4, -0.6], [-0.1, -1.0, -1.1], [-0.2, 1.8, 0.6], [-1.5, 0.5, 0.8], [-0.4, 0.7, 0.7], [0.8, -0.1, -1.6], [-0.3, -1.8, 0.7], [0.3, 0.8, -0.3], [-0.4, 0.0, -0.3], [-0.7, -1.1, 1.5], [1.3, 1.0, -0.9], [-0.9, 0.3, -0.3], [0.1, -1.0, -0.5], [0.3, -0.1, 0.2], [0.0, -0.3, 0.6], [0.1, -0.1, -0.4], [-0.1, -0.1, 0.1], [0.4, -0.1, 0.1], [0.0, -0.2, 0.7], [0.7, 0.4, -0.2], [0.0, 0.2, 0.3], [0.0, -0.4, -0.4], [0.4, -0.3, 0.5], [0.3, 0.5, 0.3], [0.3, -0.5, -0.1], [0.1, 0.9, -0.4], [-0.2, -0.5, 0.3], [-0.1, -0.1, -0.1], [-0.1, 0.4, -0.1], [-0.1, -0.3, -0.1], [0.1, -0.7, 0.3], [0.4, 0.0, 0.5], [-0.5, 0.7, -1.4], [1.3, -0.1, 0.6], [0.8, 2.5, 0.3], [-1.1, -1.2, -1.0], [-0.2, 0.9, -1.7], [-1.1, 0.4, 1.4], [-0.1, -0.4, 0.2], [0.5, 0.1, -0.5], [1.4, -0.6, 1.3], [0.2, 0.1, 0.1], [-0.2, 0.1, 0.3], [-0.7, 0.2, 0.0], [-0.3, -0.3, 0.9], [-0.1, -0.3, -0.7], [-0.1, 0.1, -0.6], [-0.1, -0.6, 0.1], [0.3, -0.1, -0.4], [0.0, -1.1, -0.1], [0.2, 0.1, -0.1], [0.1, -0.6, 0.2], [-0.2, -0.2, -0.1], [-0.4, -0.1, 1.1], [0.8, 0.2, 0.1], [0.1, 0.0, 0.4], [-0.4, -0.4, -0.6], [-0.5, 0.2, -0.4], [0.1, 0.8, -0.2], [-0.3, 0.2, -0.4], [0.8, 0.1, -0.8], [-0.2, 0.4, 2.8], [-0.4, 0.5, -0.6], [0.2, -1.5, -0.8], [0.0, 0.9, 0.5], [-0.6, 1.3, 1.2], [0.4, -0.5, 1.3], [0.5, -1.0, -1.0], [0.0, -0.3, 0.2], [-0.8, 0.2, -0.1], [0.2, 0.0, -1.7], [0.2, 0.1, 0.0], [0.0, -0.2, 0.0], [0.1, 0.5, 0.1], [-0.5, 0.0, 0.3], [0.0, 0.0, 0.1], [0.1, 0.3, 0.0], [-0.2, 0.0, -0.1], [0.1, -0.5, -0.2], [0.9, -0.3, 0.1], [0.4, -0.5, 0.1], [0.2, 0.5, -0.4], [-0.5, -0.4, -0.3], [0.0, -0.2, -0.2], [-0.4, -0.2, -0.1], [-0.3, 0.6, 0.1], [0.1, -0.1, -0.2], [-0.3, -0.1, 0.3], [-0.2, 0.3, 0.0], [0.3, 0.0, -0.7], [-0.2, -0.3, 0.4], [-0.1, 0.5, -0.1], [0.3, -0.1, -0.3], [-0.3, -0.4, 0.2], [0.2, 0.3, 0.1], [0.1, 0.0, -0.2], [-0.4, -0.4, 0.0], [0.4, 0.4, 0.3], [-0.1, 0.0, -0.2], [0.2, -0.2, 0.5], [-0.2, 0.3, -0.3], [0.0, 0.0, -0.2], [-0.1, -0.3, -0.3], [0.3, 0.2, 0.3], [-0.1, 0.2, -0.1]]
}